[1]
# C5H8N2

C5H8N2 in the gas phase (ωB97M-V/def2-TZVPD, the Open Molecules 2025 dataset).

Values from the calculation:
spin multiplicity = 1
energy above the lowest of the compared OMol25 structures with the same formula, charge and spin = 32.6 kcal/mol
structure (SMILES) = C[C@@]1(CC#N)CN1

Last column: natural (NBO) charge in e.
Atoms and positions in Å:
N 3.2116 -0.1639 0.8139  -0.33
N -0.6517 -1.4089 -0.1289  -0.58
C -1.1826 1.0849 -0.3902  -0.61
C 2.2406 -0.0268 0.2048  0.29
C -0.4006 -0.7843 1.1711  -0.25
C -0.2114 -0.0193 -0.0823  0.07
C 1.1466 0.1816 -0.7328  -0.52
H 0.4407 -1.1963 1.7182  0.22
H -2.1586 0.8387 0.0354  0.21
H 1.2520 1.1977 -1.1228  0.25
H 1.3082 -0.5084 -1.5706  0.27
H -1.6485 -1.4552 -0.3121  0.35
H -1.2832 1.2191 -1.4742  0.21
H -0.8206 2.0183 0.0552  0.22
H -1.2475 -0.5096 1.8015  0.20

***

[2]
# C5H8N2

C5H8N2 in the gas phase (ωB97M-V/def2-TZVPD, the Open Molecules 2025 dataset).

Values from the calculation:
spin multiplicity = 1
energy above the lowest of the compared OMol25 structures with the same formula, charge and spin = 9.0 kcal/mol
structure (SMILES) = CCn1ccnc1

Last column: natural (NBO) charge in e.
Atoms and positions in Å:
N -0.8426 -2.2557 0.3579  -0.45
N -0.4443 -0.1014 -0.0644  -0.36
C -1.1558 -0.6038 -1.1359  -0.11
C -0.2917 -1.1559 0.7964  0.17
C -1.3688 -1.9201 -0.8701  -0.09
C 0.5509 0.9437 -0.3022  -0.20
C 1.1714 1.5303 0.9546  -0.62
H -1.4114 0.0254 -1.9761  0.21
H 2.0967 2.0489 0.6872  0.22
H 0.2107 -1.0613 1.7513  0.19
H 0.5046 2.2390 1.4507  0.22
H 1.4374 0.7477 1.6689  0.21
H 0.0710 1.7261 -0.8985  0.20
H 1.3295 0.4900 -0.9267  0.19
H -1.8575 -2.6529 -1.4930  0.21

***

[3]
# C5H8N2

C5H8N2 in the gas phase (ωB97M-V/def2-TZVPD, the Open Molecules 2025 dataset).

Values from the calculation:
spin multiplicity = 1
energy above the lowest of the compared OMol25 structures with the same formula, charge and spin = 37.5 kcal/mol
structure (SMILES) = C1=NCN2CC[C@H]12

Last column: natural (NBO) charge in e.
Atoms and positions in Å:
N -0.6451 -0.2598 -0.7048  -0.43
N 0.8294 -1.7940 0.3693  -0.38
C -0.1354 1.1122 -0.9294  -0.21
C -0.0648 1.3876 0.5874  -0.42
C 0.2887 -1.0818 1.2701  0.09
C -0.6609 -0.0313 0.7597  -0.12
C 0.3050 -1.3568 -0.9272  -0.09
H 1.1414 -1.0316 -1.5627  0.18
H -0.6668 2.2190 0.9602  0.21
H -0.1679 -2.2177 -1.4143  0.19
H -0.8639 1.7314 -1.4633  0.19
H -1.6529 -0.0815 1.2258  0.20
H 0.9548 1.4790 0.9743  0.21
H 0.5201 -1.2271 2.3257  0.19
H 0.8183 1.1525 -1.4708  0.18

***

[4]
# C5H8N2

C5H8N2 in the gas phase (ωB97M-V/def2-TZVPD, the Open Molecules 2025 dataset).

Values from the calculation:
spin multiplicity = 1
energy above the lowest of the compared OMol25 structures with the same formula, charge and spin = 54.5 kcal/mol
structure (SMILES) = [H]/N=C/C=C\C=N\C

Last column: natural (NBO) charge in e.
Atoms and positions in Å:
N 1.4268 -1.6870 -0.9794  -0.66
N -0.0236 0.8009 -0.0594  -0.39
C 0.7105 -1.3891 0.0290  0.13
C -0.7451 -1.7026 0.1205  -0.17
C -1.6772 -0.7624 0.3250  -0.25
C 0.7309 1.9964 -0.2167  -0.43
C -1.2283 0.6466 0.2849  0.09
H 1.1046 -1.0151 0.9861  0.16
H 0.6828 2.2814 -1.2712  0.22
H -2.7232 -1.0028 0.5007  0.22
H -0.9869 -2.7612 0.0923  0.22
H 2.4039 -1.4831 -0.7704  0.33
H -1.9136 1.4711 0.5310  0.16
H 1.7771 1.7483 -0.0051  0.21
H 0.4186 2.8371 0.4110  0.18

***

[5]
# C5H8N2

C5H8N2 in the gas phase (ωB97M-V/def2-TZVPD, the Open Molecules 2025 dataset).

Values from the calculation:
spin multiplicity = 1
energy above the lowest of the compared OMol25 structures with the same formula, charge and spin = 47.1 kcal/mol
structure (SMILES) = [H]/N=C/C(C)=C/N=C

Last column: natural (NBO) charge in e.
Atoms and positions in Å:
N -0.1442 1.2131 -1.6601  -0.40
N 1.9765 -0.2237 1.8381  -0.63
C -0.1121 0.0828 0.4688  -0.13
C 0.6954 -0.1487 1.7712  0.13
C 0.0137 0.3866 -2.6319  -0.04
C 0.5055 0.8300 -0.4355  -0.01
C -1.4767 -0.5060 0.4228  -0.64
H -0.4341 0.6083 -3.6144  0.17
H -2.0851 -0.0888 -0.3855  0.23
H -1.4028 -1.5901 0.2831  0.22
H 2.2736 -0.5015 2.7810  0.34
H -2.0197 -0.3222 1.3550  0.22
H 0.5654 -0.5679 -2.5489  0.16
H 0.1236 -0.3774 2.6896  0.15
H 1.5211 1.2056 -0.3333  0.23

***

[6]
# C5H8N2

C5H8N2 in the gas phase (ωB97M-V/def2-TZVPD, the Open Molecules 2025 dataset).

Values from the calculation:
spin multiplicity = 1
energy above the lowest of the compared OMol25 structures with the same formula, charge and spin = 33.9 kcal/mol
structure (SMILES) = Cc1c[nH]c(N)c1

Last column: natural (NBO) charge in e.
Atoms and positions in Å:
N 0.8711 1.1347 0.0539  -0.54
N 2.5846 -0.5345 -0.0021  -0.82
C -0.4621 1.2575 0.3172  -0.04
C 0.1611 -0.8715 0.7020  -0.35
C -2.1614 -0.2159 -0.2885  -0.61
C 1.2518 -0.1685 0.2644  0.30
C -0.9683 0.0278 0.6162  -0.13
H 2.8030 -0.3509 -0.9790  0.37
H -1.7703 -0.0785 -1.3139  0.19
H -1.0357 2.1433 0.0870  0.20
H 2.7046 -1.5290 0.1476  0.38
H 0.1934 -1.8984 1.0567  0.22
H -2.5474 -1.2255 -0.2251  0.21
H 1.4225 1.8301 -0.4134  0.41
H -2.9668 0.5148 -0.1652  0.21

***

In order of appearance, highest occupied orbital energy = -10.1, -8.8, -8.8, -8.9, -8.9, -7.4 eV.
In order of appearance, HOMO-LUMO gap = 10.8, 9.8, 9.9, 9.4, 10.0, 8.3 eV.